[1]
This record from the OMol25 dataset describes an isolated ion of composition C19H29N2O3S and charge +1. The level of theory is ωB97M-V/def2-TZVPD.

Summary:
LUMO, eV: -2.57
Frontier orbital gap, eV: 8.591
Spin multiplicity: 1
Total charge: +1
SMILES string: CCOC(=O)c1c(NC(=O)C2CCCCC2)sc2c1CC[N@@H+](CC)C2

Atoms and positions in Å:
C: 0.509 5.423 0.935
C: -0.206 4.312 0.192
O: 0.483 3.079 0.447
C: -0.014 1.994 -0.139
O: -1.009 2.006 -0.840
C: 0.744 0.774 0.140
C: 0.338 -0.437 -0.401
N: -0.743 -0.629 -1.200
C: -1.037 -1.890 -1.640
O: -0.316 -2.811 -1.293
C: -2.246 -2.022 -2.519
C: -3.515 -1.602 -1.764
C: -4.735 -1.790 -2.661
C: -4.588 -0.974 -3.941
C: -3.320 -1.376 -4.687
C: -2.093 -1.187 -3.798
S: 1.329 -1.781 0.021
C: 2.346 -0.690 0.931
C: 1.922 0.604 0.912
C: 2.703 1.560 1.755
C: 2.877 0.928 3.140
N: 3.403 -0.484 3.115
C: 2.560 -1.393 3.943
C: 3.286 -2.671 4.325
C: 3.557 -1.026 1.714
H: 0.496 5.236 2.006
H: 1.541 5.496 0.602
H: 0.009 6.366 0.738
H: -0.212 4.492 -0.887
H: -1.244 4.209 0.526
H: -1.279 0.213 -1.422
H: -2.328 -3.078 -2.792
H: -3.444 -0.552 -1.469
H: -3.621 -2.204 -0.858
H: -5.632 -1.481 -2.122
H: -4.843 -2.847 -2.912
H: -5.458 -1.131 -4.581
H: -4.543 0.089 -3.693
H: -3.210 -0.773 -5.589
H: -3.391 -2.423 -4.990
H: -1.994 -0.129 -3.546
H: -1.193 -1.495 -4.334
H: 2.183 2.509 1.861
H: 3.674 1.755 1.294
H: 3.544 1.537 3.751
H: 1.895 0.905 3.614
H: 4.337 -0.488 3.535
H: 1.656 -1.612 3.370
H: 2.283 -0.861 4.855
H: 4.221 -2.454 4.837
H: 3.489 -3.310 3.471
H: 2.659 -3.237 5.010
H: 4.442 -0.550 1.279
H: 3.727 -2.100 1.758

Atom charges from the Löwdin analysis, given in e for atoms 1 to 5: -0.058, -0.204, -0.004, -0.426, 0.103

[2]
This record from the OMol25 dataset describes C30H21BBr3F8InN3OP as an isolated structure. The level of theory is ωB97M-V/def2-TZVPD.

Summary:
LUMO, eV: -1.41
Frontier orbital gap, eV: 6.061
Spin multiplicity: 1
Total charge: 0
Energy above the lowest of the compared OMol25 structures with the same formula, charge and spin, eV: 4.3550

Atoms and positions in Å:
In: -0.920 0.254 -0.822
Br: -2.325 -2.411 -1.177
C: -3.377 -2.268 0.422
Br: -3.053 -0.601 1.345
H: -3.079 -3.065 1.090
H: -4.425 -2.298 0.157
C: 2.519 -1.398 -5.522
C: 2.624 -1.148 -4.165
C: 1.522 -0.707 -3.447
C: 0.317 -0.515 -4.113
C: 0.202 -0.770 -5.484
C: 1.306 -1.212 -6.181
N: -0.799 -0.069 -3.352
N: -1.763 0.326 -4.026
C: -2.892 0.782 -3.298
C: -3.972 1.154 -4.089
C: -5.119 1.626 -3.483
C: -5.149 1.728 -2.101
C: -4.030 1.344 -1.386
N: -2.921 0.874 -1.966
H: 3.382 -1.748 -6.074
H: 3.559 -1.309 -3.648
H: 1.586 -0.440 -2.403
H: -0.747 -0.629 -5.980
H: 1.224 -1.420 -7.240
H: -3.868 1.061 -5.160
H: -5.974 1.920 -4.078
H: -6.014 2.103 -1.575
H: -4.010 1.428 -0.309
F: 0.379 5.823 4.322
C: 0.375 4.641 3.718
C: 1.104 3.591 4.236
F: 1.813 3.753 5.349
C: 1.081 2.371 3.586
F: 1.795 1.397 4.152
C: 0.357 2.137 2.418
P: 0.483 0.462 1.642
C: 2.267 0.204 1.405
C: 2.841 0.680 0.227
C: 4.197 0.479 0.010
C: 4.969 -0.194 0.944
C: 4.389 -0.669 2.113
C: 3.040 -0.470 2.348
C: -0.034 -0.662 2.974
C: 0.178 -2.021 2.727
C: -0.316 -2.970 3.608
C: -1.030 -2.577 4.734
C: -1.249 -1.229 4.976
C: -0.756 -0.274 4.097
C: -0.379 3.218 1.922
Br: -1.429 3.191 0.356
C: -0.362 4.447 2.566
F: -1.056 5.484 2.098
H: 2.194 1.169 -0.503
H: 4.646 0.842 -0.907
H: 6.023 -0.358 0.761
H: 4.987 -1.200 2.842
H: 2.596 -0.845 3.259
H: 0.731 -2.339 1.850
H: -0.138 -4.020 3.410
H: -1.410 -3.320 5.422
H: -1.804 -0.917 5.851
H: -0.950 0.775 4.287
F: 1.753 -3.212 -1.945
B: 1.270 -2.978 -0.675
F: 0.569 -1.672 -0.753
F: 0.325 -3.919 -0.273
F: 2.267 -2.839 0.275
O: 0.480 1.428 -1.364

Atom charges from the Löwdin analysis, given in e for atoms 1 to 5: 0.432, 0.836, -0.915, 0.761, 0.017

[3]
This record from the OMol25 dataset describes C32H56As2N5PRuS as an isolated structure. The level of theory is ωB97M-V/def2-TZVPD.

Summary:
LUMO (spin up / spin down), eV: -1.79 / -4.15
Frontier orbital gap (spin up / spin down), eV: 6.610 / 6.208
Spin multiplicity: 6
Total charge: +1
Energy above the lowest of the compared OMol25 structures with the same formula, charge and spin, eV: 0.9152

Atoms and positions in Å:
Ru: 9.939 12.203 11.891
C: 12.995 14.643 17.423
C: 11.858 14.201 16.491
N: 12.478 13.682 15.283
C: 11.865 12.990 14.321
S: 10.240 12.488 14.437
N: 12.669 12.797 13.255
N: 12.099 12.293 12.131
C: 12.976 12.367 11.028
C: 14.432 12.358 11.272
C: 12.418 12.426 9.761
C: 13.197 12.344 8.591
C: 12.611 12.307 7.359
C: 11.201 12.368 7.233
C: 10.518 12.507 8.418
N: 11.057 12.514 9.625
H: 12.685 15.111 18.374
H: 13.558 15.428 16.915
H: 13.645 13.784 17.590
H: 11.142 14.986 16.177
H: 11.246 13.476 17.012
H: 13.457 13.898 15.081
H: 14.709 12.246 12.285
H: 14.876 13.237 10.768
H: 14.900 11.565 10.696
H: 14.251 12.354 8.649
H: 13.185 12.288 6.417
H: 10.753 12.258 6.263
H: 9.433 12.561 8.396
C: 6.087 12.025 12.570
As: 7.489 12.921 11.577
C: 6.766 12.895 9.741
C: 7.242 14.727 12.221
C: 5.988 15.149 12.701
C: 5.888 16.438 13.280
C: 6.993 17.266 13.393
C: 8.219 16.842 12.883
C: 8.352 15.606 12.320
As: 10.132 14.923 11.722
C: 11.235 15.869 13.011
C: 10.475 15.867 10.039
H: 5.080 12.394 12.202
H: 6.206 12.393 13.595
H: 6.195 10.938 12.485
H: 5.717 13.194 9.735
H: 6.929 11.909 9.290
H: 7.344 13.573 9.149
H: 5.081 14.564 12.650
H: 4.914 16.718 13.655
H: 6.915 18.236 13.870
H: 9.100 17.489 12.903
H: 11.286 16.939 12.866
H: 12.254 15.455 13.013
H: 10.890 15.632 14.006
H: 10.547 16.898 10.238
H: 9.728 15.584 9.313
H: 11.410 15.454 9.637
C: 8.497 6.540 12.810
C: 8.779 8.028 13.033
C: 9.388 8.240 14.439
C: 7.419 8.734 13.164
P: 9.907 8.813 11.817
N: 9.710 10.378 11.825
C: 9.521 8.243 10.092
C: 8.005 8.400 9.875
C: 10.173 9.220 9.065
C: 9.982 6.805 9.776
C: 11.653 8.341 12.251
C: 12.660 8.736 11.134
C: 12.105 9.169 13.549
C: 11.885 6.825 12.478
H: 7.989 6.106 13.683
H: 9.418 5.942 12.659
H: 7.798 6.412 11.981
H: 8.610 7.863 15.111
H: 9.617 9.266 14.720
H: 10.228 7.599 14.655
H: 6.801 8.304 13.951
H: 6.818 8.697 12.258
H: 7.577 9.818 13.388
H: 7.696 9.439 10.081
H: 7.386 7.763 10.499
H: 7.922 8.180 8.830
H: 9.979 10.241 9.411
H: 9.809 9.085 8.037
H: 11.293 9.135 8.989
H: 9.868 6.050 10.559
H: 11.021 6.830 9.536
H: 9.435 6.435 8.855
H: 12.448 9.768 10.818
H: 12.553 8.059 10.255
H: 13.683 8.667 11.540
H: 11.640 10.185 13.598
H: 13.175 9.355 13.523
H: 11.908 8.614 14.453
H: 11.605 6.230 11.631
H: 11.318 6.442 13.321
H: 12.935 6.574 12.687

Atom charges from the Löwdin analysis, given in e for atoms 1 to 5: 0.679, -0.078, -0.266, -0.018, -0.852

[4]
This record from the OMol25 dataset describes C4H9N3 as an isolated structure. The level of theory is ωB97M-V/def2-TZVPD.

Summary:
LUMO, eV: 0.70
Frontier orbital gap, eV: 9.861
Spin multiplicity: 1
Total charge: 0
Energy above the lowest of the compared OMol25 structures with the same formula, charge and spin, eV: 4.9908

Atoms and positions in Å:
C: 0.232 0.458 0.826
C: -1.215 0.359 0.717
C: -0.179 -0.751 -1.349
C: 0.867 0.931 -0.550
H: 0.709 -1.343 1.228
H: 0.231 -0.431 2.519
H: 0.590 1.402 1.232
H: -1.371 -0.240 1.857
H: -1.935 1.461 1.079
H: -2.035 -0.968 -0.538
H: -0.444 -1.660 -1.973
H: 0.492 1.756 -0.905
H: 1.966 1.085 -0.079
N: 0.990 -0.497 1.754
N: -1.305 -0.399 -0.479
N: 0.825 -0.110 -1.601

Atom charges from the Löwdin analysis, given in e for atoms 1 to 5: -0.483, -0.244, -0.246, -0.151, 0.062

[5]
This record from the OMol25 dataset describes a 11-piece molecular cluster, C15H52O11 overall. The level of theory is ωB97M-V/def2-TZVPD.

Summary:
LUMO, eV: -0.27
Frontier orbital gap, eV: 9.472
Spin multiplicity: 1
Total charge: 0
SMILES string: CCO.CCO.CCO.CCO.CCO.CCO.CO.CO.CO.O.O
Energy above the lowest of the compared OMol25 structures with the same formula, charge and spin, eV: 3.2918

Atoms and positions in Å:
C: -1.922 -3.189 2.616
C: -0.647 -3.685 1.966
O: 0.388 -4.006 2.901
H: -1.729 -2.215 3.069
H: -2.226 -3.858 3.421
H: -2.711 -3.114 1.870
H: -0.255 -2.994 1.214
H: -0.852 -4.617 1.421
H: 1.242 -3.645 2.608
C: -3.534 1.414 1.705
C: -3.929 1.407 3.173
O: -3.077 0.507 3.898
H: -2.619 1.989 1.562
H: -4.288 1.792 1.011
H: -3.349 0.401 1.340
H: -4.952 1.065 3.338
H: -3.836 2.400 3.626
H: -2.196 0.891 3.920
C: 0.774 3.553 -3.384
C: 0.947 3.373 -4.874
O: 0.999 4.648 -5.510
H: 1.671 3.941 -2.902
H: 0.594 2.585 -2.904
H: -0.134 4.127 -3.201
H: 0.078 2.816 -5.253
H: 1.845 2.792 -5.121
H: 1.275 4.510 -6.420
C: -2.803 -2.598 -1.626
C: -4.254 -3.073 -1.539
O: -5.123 -2.064 -2.043
H: -2.175 -3.283 -1.058
H: -2.712 -1.588 -1.212
H: -2.515 -2.465 -2.670
H: -4.506 -3.304 -0.503
H: -4.311 -3.957 -2.185
H: -5.919 -2.057 -1.507
C: 1.576 3.919 0.526
C: 2.592 2.923 0.003
O: 3.912 3.443 -0.144
H: 0.673 3.352 0.762
H: 1.382 4.727 -0.176
H: 1.941 4.364 1.455
H: 2.294 2.589 -0.995
H: 2.586 2.045 0.659
H: 4.443 3.185 0.612
C: 0.092 -0.119 0.892
C: 0.518 -0.690 -0.458
O: 0.143 0.249 -1.454
H: 0.424 0.909 1.048
H: 0.541 -0.678 1.713
H: -0.999 -0.100 0.900
H: 0.018 -1.641 -0.669
H: 1.591 -0.910 -0.385
H: 0.409 -0.086 -2.326
C: 3.863 1.056 -2.995
O: 4.883 0.526 -3.817
H: 4.219 1.457 -2.043
H: 3.393 1.934 -3.451
H: 3.095 0.332 -2.701
H: 4.449 0.116 -4.568
C: 0.242 -1.438 5.362
O: -0.433 -2.657 5.411
H: -0.129 -0.766 4.575
H: 0.185 -0.931 6.327
H: 1.327 -1.543 5.189
H: -0.245 -3.166 4.607
C: 3.460 -1.853 2.048
O: 2.894 -3.163 1.852
H: 2.650 -1.166 1.818
H: 3.762 -1.716 3.086
H: 4.290 -1.670 1.366
H: 3.578 -3.793 2.106
O: 0.829 -0.757 -4.016
H: 1.538 -0.678 -4.663
H: 0.332 -1.540 -4.288
O: -1.990 1.999 -0.988
H: -2.247 2.151 -1.903
H: -1.316 1.284 -1.028

Atom charges from the Löwdin analysis, given in e for atoms 1 to 5: -0.067, -0.301, -0.096, 0.062, 0.085

[6]
This record from the OMol25 dataset describes C5HAuF2O as an isolated structure. The level of theory is ωB97M-V/def2-TZVPD.

Summary:
LUMO (spin up / spin down), eV: -20.72 / -23.75
Frontier orbital gap (spin up / spin down), eV: 8.309 / 5.112
Spin multiplicity: 3
Total charge: +4
Energy above the lowest of the compared OMol25 structures with the same formula, charge and spin, eV: 0.0000

Atoms and positions in Å:
C: 2.979 -1.634 0.418
C: 3.542 -2.496 1.036
F: 4.063 -3.517 1.500
O: 1.810 -1.022 0.284
C: 0.877 -0.371 0.111
C: -2.745 1.932 -0.143
C: -3.212 1.943 -1.273
H: -2.831 2.193 0.910
F: -3.591 1.911 -2.449
Au: -0.893 1.062 -0.395

Atom charges from the Löwdin analysis, given in e for atoms 1 to 5: 0.358, 0.334, 0.549, 0.322, 0.466